Entry 1:
The following is a quantum chemistry calculation of a cluster of 9 separate species, C40H85F2N3O28PS8 in total in a non-equilibrium geometry, from the OMol25 dataset.

Each line ends with the Löwdin charge.
Positions of all 167 atoms, in Å:
S  0.1014  8.7184  -3.4053  0.5761
S  -3.3047  2.1121  2.8008  0.5687
S  -2.5981  -10.9150  -3.0544  0.5620
S  0.6540  4.2323  6.1312  0.5653
S  4.7293  -10.8651  -0.6494  0.5618
S  -6.2823  3.3388  -3.3995  0.5673
S  0.7373  9.5655  1.5886  0.5726
S  5.1486  -5.8358  6.5223  0.5726
P  1.8146  -2.3624  0.2437  1.0818
F  3.0675  -5.1401  -1.2992  0.0724
F  0.5963  -6.1045  -1.5442  0.0963
O  0.2562  9.9044  2.8927  -0.2766
O  -5.4052  2.2781  -3.7785  -0.2680
O  1.0072  7.6664  -3.7438  -0.2683
O  0.0881  -5.2767  -3.5024  0.1679
O  -4.7078  2.2139  3.0711  -0.2829
O  3.9686  -11.7755  -1.4508  -0.2803
O  -2.6618  3.5756  2.8334  -0.2651
O  -0.7451  4.3157  6.4155  -0.2766
O  0.9589  10.8982  0.7503  -0.2525
O  0.5828  10.0320  -3.0884  -0.2855
O  -7.3811  3.5372  -4.5443  -0.2655
O  4.8077  -5.5698  8.0617  -0.2655
O  -3.7437  -10.8758  -3.9138  -0.2841
O  -2.6472  -10.3768  -1.7336  -0.2676
O  5.0021  -9.5434  -1.4862  -0.2650
O  -1.3514  -10.3078  -3.8297  -0.2682
O  3.4203  -3.3243  -2.4819  0.1584
O  -0.9993  8.8443  -4.5568  -0.2625
O  4.3094  -10.5149  0.6709  -0.2760
O  -1.3720  -4.6336  -0.4769  -0.0061
O  1.2703  5.7031  6.1372  -0.2611
O  4.3719  -4.9528  5.7142  -0.2685
O  -0.5413  -3.4369  1.1491  -0.0531
O  -2.8243  1.4279  1.6441  -0.2653
O  0.0565  8.6080  0.7689  -0.2796
O  -5.7835  4.6243  -3.0127  -0.2816
O  1.1366  3.5349  4.9812  -0.2663
O  6.5698  -5.9193  6.3748  -0.2758
N  -0.3210  -2.1937  -3.8995  0.1634
N  -0.0783  -1.8528  -1.5466  -0.0383
N  1.2017  -3.8914  -1.9687  0.0929
C  -0.9649  8.1614  -2.1257  -0.1209
C  -0.6257  9.4972  -5.7825  -0.2581
C  -1.0389  12.2516  1.2293  -0.0719
C  2.5856  -3.1436  2.8716  -0.1626
C  0.3376  -1.6518  -2.8895  -0.3335
C  -2.0382  -0.4380  -2.1004  -0.2133
C  -2.4994  1.4817  4.2318  -0.1134
C  1.4223  -0.8347  -3.1201  -0.0218
C  3.0983  -8.0634  -0.9527  -0.0706
C  -7.3629  2.7390  -2.1456  -0.1165
C  -0.1947  11.5497  0.1824  -0.2449
C  5.3926  -4.4166  8.6905  -0.2598
C  -2.8595  4.4228  1.6889  -0.2526
C  6.4021  -11.4161  -0.5715  -0.1291
C  1.4792  3.6288  7.5656  -0.1221
C  -1.4505  -8.9628  -4.3584  -0.2382
C  1.2694  0.4370  0.2794  -0.1762
C  3.8689  -8.8136  -2.0177  -0.2335
C  0.5049  -3.0963  -0.9237  -0.3573
C  2.4503  -3.6433  1.4185  -0.3981
C  -0.5399  -3.8224  -0.0345  -0.7141
C  1.1756  -0.8583  1.0973  -0.4010
C  4.7521  -3.1193  8.2340  -0.0766
C  1.9135  -0.5456  -4.3630  -0.0579
C  -4.2774  4.9543  1.5956  -0.0739
C  0.5705  -5.0773  -2.4294  -0.4326
C  -0.3951  7.0158  4.8894  -0.0620
C  0.2929  8.6455  -6.6381  -0.0761
C  0.1513  -1.9146  -5.0935  -0.1626
C  -6.9907  4.2381  -5.7377  -0.2595
C  4.4524  -7.4494  6.4135  -0.1201
C  -3.4724  -0.1703  -1.5649  -0.1069
C  1.0346  6.5205  4.9733  -0.2524
C  -1.5250  -1.7024  -1.3429  -0.1680
C  2.6099  -4.0112  -1.9472  -0.4950
C  1.2133  -1.1154  -5.4180  -0.0812
C  -6.0860  3.4083  -6.6289  -0.0758
C  -1.9998  -12.5707  -2.9570  -0.1293
C  2.4307  9.1049  1.7273  -0.1079
C  -1.3816  -7.8968  -3.2841  -0.0673
H  1.2546  8.4877  -6.1524  0.0685
H  2.7678  0.0989  -4.5172  0.1053
H  -1.0932  6.1915  4.7461  0.0672
H  1.9326  -0.4101  -2.2636  0.0924
H  -0.3428  7.9420  -1.2599  0.0455
H  1.7615  -0.7051  2.0096  0.0618
H  -7.9139  4.4666  -6.2686  0.1183
H  1.5078  -0.9386  -6.4439  0.0938
H  -4.9912  4.1507  1.4203  0.0639
H  -0.7854  10.8308  -0.3872  0.1030
H  -1.3993  0.4304  -1.9267  0.1005
H  -1.0313  -12.5648  -2.4639  0.0734
H  -1.4875  11.5404  1.9216  0.0690
H  2.2964  0.5411  -0.1025  0.0549
H  4.9404  -2.9334  7.1777  0.0702
H  -2.3597  -8.8673  -4.9558  0.1131
H  -2.1740  -0.6512  -3.1609  0.0914
H  5.0156  -8.1246  7.0519  0.0722
H  -6.5445  2.4446  -6.8510  0.0854
H  0.1916  12.2799  -0.5254  0.1257
H  -0.1471  7.6638  -6.8141  0.0863
H  2.7019  -3.9626  3.5842  0.0527
H  -0.4927  -8.0256  -2.6722  0.0757
H  -3.7039  0.8924  -1.7103  0.0538
H  -0.6054  -8.8468  -5.0359  0.1194
H  -0.4292  12.9376  1.8181  0.0851
H  3.6710  -3.1562  8.3693  0.0853
H  -4.5646  5.4477  2.5249  0.0825
H  2.9799  9.9229  2.1860  0.0777
H  -5.1293  3.2093  -6.1485  0.0702
H  -6.5234  5.1897  -5.4757  0.1134
H  2.5478  3.5922  7.3726  0.0740
H  -0.6812  7.5260  5.8096  0.0892
H  -0.1767  10.4689  -5.5661  0.1130
H  -0.5133  7.7022  4.0507  0.0601
H  7.0090  -10.6323  -0.1263  0.0729
H  -1.3629  -6.9107  -3.7323  0.0650
H  -1.5544  9.6825  -6.3202  0.1194
H  3.4048  -4.0709  1.1085  0.0587
H  -0.3781  -2.3697  -5.9329  0.1047
H  2.6230  -8.7471  -0.2496  0.0780
H  3.4089  -7.4026  6.7133  0.0763
H  6.7448  -11.6573  -1.5740  0.0709
H  3.4775  -2.5069  2.9514  0.0657
H  -1.7863  -1.4973  -0.3061  0.1153
H  1.0736  1.3338  0.8759  0.0603
H  -2.2429  -7.9451  -2.6182  0.0831
H  -4.2271  -0.7450  -2.1055  0.0707
H  -7.8837  1.8622  -2.5208  0.0763
H  -1.4295  1.4358  4.0443  0.0751
H  4.2803  -8.1035  -2.7333  0.1227
H  -2.1666  5.2553  1.8068  0.1160
H  -2.7161  -13.1367  -2.3651  0.0716
H  -6.7437  2.4678  -1.2923  0.0780
H  1.2526  4.2834  8.4031  0.0731
H  2.3193  -7.4571  -1.4043  0.0535
H  -4.3633  5.6650  0.7721  0.0779
H  1.7142  -4.4572  1.4412  0.0720
H  6.4714  -4.4061  8.5215  0.1139
H  4.5272  -7.7609  5.3736  0.0800
H  1.7095  7.3718  5.0591  0.1181
H  -3.5396  -0.3502  -0.4895  0.0570
H  3.2187  -9.4930  -2.5725  0.1149
H  -2.5759  3.8913  0.7780  0.1172
H  1.7428  -2.5241  3.1831  0.0542
H  -1.9283  -12.9837  -3.9595  0.0695
H  -2.7229  2.1306  5.0753  0.0706
H  3.7630  -7.4181  -0.3799  0.0845
H  2.4734  8.2233  2.3643  0.0681
H  5.2340  -4.5437  9.7605  0.1181
H  -1.4748  7.2592  -2.4550  0.0827
H  -1.8455  12.8101  0.7532  0.0820
H  0.6307  0.4236  -0.6035  0.0341
H  -1.6762  8.9479  -1.8880  0.0733
H  -5.8887  3.9338  -7.5644  0.0792
H  -2.1232  -2.5236  -1.7520  0.1270
H  0.1309  -0.9729  1.4127  0.0705
H  5.1544  -2.2776  8.7997  0.0785
H  -8.0618  3.5247  -1.8713  0.0726
H  1.0955  2.6293  7.7592  0.0776
H  2.8194  8.8753  0.7387  0.0804
H  1.3163  5.9725  4.0711  0.1152
H  6.4193  -12.3036  0.0577  0.0720
H  0.4771  9.1313  -7.5973  0.0794
H  -2.8938  0.4840  4.4142  0.0794

Results
HOMO level   -4.0341 eV
E   -206061.9202 eV
Multiplicity   1
HOMO-LUMO gap   5.51 eV
Net charge   -1

=====

Entry 2:
The following is a quantum chemistry calculation of a cluster of 2 separate species, C5H13NO2 in total in a non-equilibrium geometry, from the OMol25 dataset.

Each line ends with the Löwdin charge.
Positions of all 21 atoms, in Å:
O  -1.3460  -1.7112  -0.3483  -0.0253
O  -2.4607  -1.6364  -2.6174  -0.1000
N  0.0890  -2.4812  1.0957  0.1401
C  0.4568  1.4891  -1.1853  -0.0815
C  1.2437  1.9257  1.1484  -0.1249
C  -0.1951  0.0812  0.8722  -0.1308
C  -0.3561  -1.3928  0.3707  -0.4058
C  0.8521  0.8670  0.1468  -0.5093
H  1.8645  1.3914  1.9670  0.1018
H  -1.1561  0.6811  0.8005  0.1454
H  0.4267  0.6679  -1.9526  0.0859
H  1.7574  2.7848  0.6877  0.0695
H  -0.5639  2.0553  -1.2949  0.1235
H  1.2141  2.1683  -1.5903  0.0668
H  -1.8967  -1.2511  -1.9422  -0.0328
H  -3.0204  -2.3180  -2.2082  0.0332
H  0.0574  -3.4256  0.6545  0.1336
H  1.7538  0.1437  0.1005  0.1613
H  0.9303  -2.4327  1.6024  0.0704
H  0.2624  2.3956  1.6659  0.1267
H  0.0868  -0.0023  2.0270  0.1521

Results
HOMO level   -9.9044 eV
E   -10980.0179 eV
Multiplicity   1
HOMO-LUMO gap   10.41 eV

=====

Entry 3:
The following is a quantum chemistry calculation of the ion C5H12NO with charge +1 in a non-equilibrium geometry, from the OMol25 dataset.

Each line ends with the Löwdin charge.
Positions of all 19 atoms, in Å:
O  -1.9698  1.1927  1.1632  0.0779
N  0.2374  0.8614  0.5018  -0.1498
C  0.7525  2.1442  0.0130  -0.0077
C  -0.0699  -1.4600  0.2566  -0.1026
C  -0.5641  -2.4338  -0.6993  -0.0898
C  0.8975  -0.3662  0.0729  -0.1809
C  -1.2572  0.7222  0.1384  -0.1073
H  1.3087  2.1565  -0.9274  0.1085
H  -1.4551  0.9578  -0.8887  0.1430
H  -0.3162  -2.0730  -1.7188  0.0966
H  -0.2124  -1.3255  1.3840  0.1473
H  -0.0428  2.8213  -0.2074  0.0956
H  1.7945  -0.4049  0.5461  0.1012
H  1.5158  2.5786  0.7189  0.1328
H  0.2002  0.9448  1.5500  0.2037
H  -1.6740  -2.4612  -0.5778  0.1027
H  -0.3172  -3.5050  -0.6462  0.0953
H  -2.7871  1.6562  0.9449  0.1414
H  1.1886  -0.1298  -1.0808  0.1923

Results
HOMO level (alpha / beta)   -12.2557 / -12.7953 eV
E   -8906.0719 eV
Multiplicity   1
HOMO-LUMO gap (alpha / beta)   8.32 / 9.04 eV
Net charge   +1

=====

Entry 4:
The following is a quantum chemistry calculation of a structure of composition C46H50N6O3PW in a non-equilibrium geometry, from the OMol25 dataset.

Each line ends with the Löwdin charge.
Positions of all 107 atoms, in Å:
W  -0.0506  -0.3381  -0.6916  1.8418
P  1.4822  1.2142  0.9537  1.0983
O  1.1157  0.1977  -1.9768  -0.4998
O  -0.6635  4.2208  -1.3270  0.0533
O  3.0784  0.5181  -3.3764  0.2991
N  -0.5318  1.9859  -1.3225  0.0404
N  -0.6943  -2.0346  -1.6537  -0.1291
N  -0.4017  -1.1801  1.1742  -0.1811
N  2.2823  1.1478  -2.9926  0.2453
N  1.5072  -1.6752  -0.3595  -0.1406
N  -2.1225  -0.2486  -0.6709  -0.1007
C  3.6393  1.3105  2.6763  -0.0877
C  2.8293  1.8162  -0.1212  -0.3792
C  0.4002  -4.3608  2.9812  -0.0106
C  -0.8868  3.8897  -2.7108  -0.0363
C  4.4166  0.9497  3.7638  -0.0337
C  -0.3438  3.3452  0.7910  -0.1707
C  -1.9473  -2.4710  -1.3830  -0.2028
C  -0.8596  4.8165  2.6328  -0.0118
C  0.1974  -2.9854  -2.3555  -0.1750
C  2.8070  3.0700  -0.7275  -0.0669
C  -4.1911  -1.5354  -0.8134  0.0346
C  2.7022  -4.2115  2.1023  -0.0100
C  3.8658  3.4772  -1.5377  -0.0485
C  -1.5596  1.7321  -3.8094  -0.3404
C  2.5942  -3.2154  1.1467  0.0186
C  2.4438  0.6321  2.3944  -0.3452
C  -0.5095  3.0912  -0.6527  -0.3592
C  1.4862  -2.4598  0.7459  -0.2214
C  -5.0489  -2.6256  -0.9271  0.0040
C  2.0384  -0.3756  3.2640  -0.0833
C  -2.8024  -1.4250  -0.9225  -0.2160
C  2.3571  -2.1309  -1.4842  -0.1826
C  0.5777  2.6529  1.5841  -0.2905
C  -3.2937  1.2494  1.0620  -0.1546
C  -3.4983  -4.4844  -1.3906  0.0004
C  -3.7298  0.1363  2.0125  -0.1642
C  4.9238  2.6163  -1.7863  -0.0569
C  4.0163  -0.0849  4.5987  -0.0344
C  -1.0469  4.4277  1.3163  0.0131
C  -2.9944  0.9309  -0.4019  -0.1959
C  -0.6036  2.3883  -2.7954  -0.2247
C  2.8176  -0.7352  4.3550  -0.0437
C  -3.0527  2.0408  -3.5877  -0.0389
C  0.0544  4.1388  3.4223  -0.0139
C  3.9057  0.9585  -0.3678  -0.1302
C  -0.2017  -3.2354  2.4261  0.0270
C  0.2825  -2.3092  1.5050  -0.2531
C  4.9339  1.3472  -1.2122  -0.0676
C  -2.2975  -3.8247  -1.5462  0.0448
C  1.7106  -4.7888  2.8843  -0.0309
C  -2.7442  -1.0257  2.2065  -0.1594
C  -1.3290  0.2453  -4.0502  -0.0621
C  0.7593  3.0597  2.9050  -0.0385
C  -4.7574  -3.9566  -1.1327  -0.0082
C  -1.2643  -0.6155  2.2345  -0.1911
C  1.5269  -2.3861  -2.7408  -0.1596
H  -1.6137  -0.3564  -3.1902  0.0383
H  -4.7005  -0.2705  1.7215  0.1142
H  -2.4293  1.7674  1.4830  0.0857
H  -3.2844  2.3213  -2.5625  0.0593
H  0.4020  2.2506  -3.1775  0.1020
H  5.7470  2.9343  -2.4124  0.1249
H  5.3359  1.4844  3.9613  0.1240
H  -5.5869  -4.6520  -1.1077  0.1324
H  -6.0971  -2.3875  -0.7894  0.1339
H  -0.2900  0.0258  -4.3064  0.0711
H  1.3613  -1.4933  -3.3358  0.0750
H  -1.1636  0.4696  2.1844  0.0922
H  3.6970  -4.6266  2.2164  0.1308
H  2.0012  3.7672  -0.5319  0.1094
H  1.9946  -5.6435  3.4841  0.1265
H  -1.4863  -4.4786  -1.8270  0.1081
H  -1.2271  -3.0736  2.7362  0.1151
H  3.5182  -2.9736  0.6369  0.1241
H  1.1009  -0.8799  3.1234  0.0641
H  -0.3221  -3.3389  -3.2481  0.1433
H  3.1719  -1.4298  -1.6681  0.0994
H  -0.8254  -0.9061  3.1900  0.1157
H  2.4770  -1.5169  5.0213  0.1184
H  -1.2568  2.2289  -4.7380  0.1517
H  -3.4514  -5.5577  -1.5325  0.1329
H  -2.5037  1.7910  -0.8148  0.0644
H  -3.6646  1.1747  -3.8396  0.0896
H  -2.8758  -1.7923  1.4456  0.0907
H  -3.3966  2.8570  -4.2216  0.0943
H  3.8662  4.4740  -1.9589  0.1232
H  -1.9409  -0.0804  -4.8915  0.0995
H  -4.7158  -0.6323  -0.5562  0.1061
H  -0.2103  4.4900  -3.3133  0.1501
H  -2.9948  -1.5071  3.1541  0.1234
H  3.9580  -0.0028  0.1302  0.1100
H  3.9683  2.1321  2.0563  0.1171
H  -1.4129  5.6561  3.0303  0.1290
H  0.2318  4.4510  4.4427  0.1281
H  2.7966  -3.0839  -1.1970  0.1172
H  0.3820  -3.8482  -1.7040  0.1322
H  -0.2451  -4.9487  3.6237  0.1293
H  4.6300  -0.3686  5.4431  0.1237
H  -1.9138  4.1528  -2.9520  0.1332
H  -3.8951  0.6136  2.9804  0.1269
H  -1.7443  4.9667  0.6908  0.1351
H  2.0616  -3.0876  -3.3825  0.1402
H  1.4601  2.5403  3.5420  0.1076
H  5.7572  0.6720  -1.4084  0.1245
H  -4.0896  1.9990  1.0405  0.1364
H  -3.9062  0.8295  -0.9817  0.1063

Results
HOMO level   -15.1535 eV
E   -74684.6837 eV
Multiplicity   1
HOMO-LUMO gap   5.41 eV
Net charge   +3